DFT (wB97M-V/def2-TZVPD) results for a 2-piece molecular cluster, CH3P overall at a distorted geometry.

XYZ file:
```
5
Properties=species:S:1:pos:R:3:nbo_charge:R:1
C 0.3866 -0.1908 -0.8769 -0.369
P -0.2074 -0.5146 1.6386 0.176
H 0.0950 -0.9902 -1.5217 0.134
H 0.1662 0.7666 -1.2333 0.124
H -0.4404 0.9289 1.9933 -0.066
```

Properties
highest occupied orbital energy (spin up / spin down)	-0.334 / -0.336	Eh
HOMO-LUMO gap (spin up / spin down)	0.291 / 0.317	hartree
F_max	3.552	eV Å⁻¹
spin multiplicity	1
E	-10368.504	eV
energy above the lowest of the compared OMol25 structures with the same formula, charge and spin	95.6	kcal/mol

---

DFT (wB97M-V/def2-TZVPD) results for C21H56O22S7V as an isolated structure at a distorted geometry.

XYZ file:
```
107
Properties=species:S:1:pos:R:3:lowdin_spin:R:1
O 2.0453 0.3897 0.0074 -0.404
V 0.4460 0.0993 -0.1115 1.335
O 0.3802 2.2635 1.0187 0.006
S 0.6928 3.6073 1.4751 0.001
O 2.0437 3.9584 1.8398 0.000
O 0.1624 4.6121 0.3274 0.000
C 0.3123 5.9965 0.4708 0.000
C 0.3587 6.6359 -0.9290 0.000
C -0.4304 4.0694 2.8645 0.001
H 1.1738 6.2291 1.0971 0.000
H -0.6033 6.3780 0.9273 0.000
H 0.5557 7.7083 -0.9293 0.000
H -0.6556 6.5893 -1.3288 0.000
H 1.0874 6.1844 -1.5995 0.000
H -0.4254 5.1524 2.9702 0.000
H -0.0110 3.5566 3.7288 0.000
H -1.4168 3.6481 2.6816 0.000
O -3.3457 1.7485 -2.0048 0.001
S -2.6501 1.7088 -0.7384 0.002
O -1.4084 0.9434 -0.6880 0.008
O -2.3458 3.2511 -0.1933 0.000
C -3.4510 4.1781 -0.3197 0.000
C -3.7189 4.8696 1.0079 0.000
C -3.7588 1.1234 0.5646 0.000
H -4.3167 3.6755 -0.7547 0.000
H -3.3451 4.9655 -1.0690 0.000
H -2.8450 5.4021 1.3801 0.000
H -4.0443 4.1335 1.7441 0.000
H -4.5418 5.5650 0.8426 0.000
H -3.8793 0.0519 0.4074 0.000
H -4.6941 1.6432 0.3586 0.000
H -3.3444 1.4353 1.5213 0.000
O 1.2968 1.3482 -4.3676 0.000
S 0.9461 2.2116 -3.2521 0.001
O 0.8091 1.6655 -1.8833 0.004
O 1.9960 3.4845 -3.1074 0.000
C 2.3894 4.2022 -4.2781 0.000
C 1.9391 5.6214 -4.2082 0.000
C -0.5726 3.2367 -3.5679 0.000
H 1.8299 3.7046 -5.0728 0.000
H 3.4646 4.1327 -4.4345 0.000
H 2.4474 6.1959 -3.4319 0.000
H 0.8709 5.8128 -4.1222 0.000
H 2.3564 6.1050 -5.0937 0.000
H -1.3923 2.5207 -3.5308 0.000
H -0.5337 3.7067 -4.5498 0.000
H -0.5232 4.0085 -2.8018 0.000
O -3.3784 -2.3256 -0.1993 0.001
S -1.9696 -2.6629 -0.1270 0.001
O -0.9606 -1.6217 -0.2751 0.007
O -1.6563 -3.2519 1.3933 0.000
C -2.4902 -4.2836 1.9013 0.000
C -1.7261 -5.5948 1.9240 0.000
C -1.4903 -4.1662 -1.1217 0.000
H -3.4096 -4.3809 1.3222 0.000
H -2.7902 -4.0720 2.9277 0.000
H -0.7605 -5.4015 2.3907 0.000
H -1.5938 -5.9954 0.9191 0.000
H -2.2177 -6.3850 2.4913 0.000
H -1.1516 -3.8429 -2.1060 0.000
H -2.3611 -4.8078 -1.2462 0.000
H -0.6587 -4.6371 -0.6021 0.000
O -0.5854 -0.1936 1.8152 0.014
S -1.2000 -0.0194 3.1330 0.003
O -1.4071 1.2976 3.6785 0.000
O -2.6150 -0.8285 3.0130 0.001
C -3.6631 -0.4359 3.8705 0.000
C -4.5443 -1.6344 4.2008 0.000
C -0.2399 -1.0217 4.3096 0.001
H -4.1298 0.4227 3.3859 0.000
H -3.2190 -0.0357 4.7843 0.000
H -5.2753 -1.5208 4.9997 0.000
H -3.8531 -2.4504 4.4107 0.000
H -5.1611 -1.8876 3.3371 0.000
H 0.5503 -0.3568 4.6631 0.000
H 0.1395 -1.9450 3.8761 0.000
H -0.7532 -1.1718 5.2601 0.000
O 1.3945 -1.8341 1.0988 0.006
S 1.9120 -3.1395 1.5713 0.001
O 1.2140 -3.8333 2.6429 0.001
O 2.1111 -4.1227 0.2507 0.000
C 2.1405 -5.5209 0.4211 0.000
C 2.1486 -6.3037 -0.8675 0.000
C 3.7014 -2.9535 1.9852 0.000
H 1.2867 -5.8103 1.0368 0.000
H 2.9985 -5.8763 0.9977 0.000
H 3.1276 -6.3448 -1.3425 0.000
H 1.4172 -5.8657 -1.5472 0.000
H 1.8159 -7.3035 -0.5895 0.000
H 3.7394 -2.0874 2.6431 0.000
H 4.2038 -2.7574 1.0390 0.000
H 4.0829 -3.9098 2.3383 0.000
O 1.5428 -3.5060 -2.9013 0.001
S 2.0380 -2.1575 -2.5562 0.001
O 1.1310 -1.2309 -1.8476 0.006
O 3.4443 -2.2453 -1.7073 0.000
C 4.5386 -2.9671 -2.3485 0.000
C 5.6380 -3.2116 -1.2556 0.000
C 2.5758 -1.4178 -4.0682 0.000
H 4.9013 -2.3667 -3.1810 0.000
H 4.2772 -3.9695 -2.6877 0.000
H 5.8287 -2.3478 -0.6204 0.000
H 6.5462 -3.4252 -1.8213 0.000
H 5.4789 -4.1155 -0.6686 0.000
H 3.2090 -0.5509 -3.8891 0.000
H 1.7264 -1.1279 -4.6859 0.000
H 3.0502 -2.2172 -4.6368 0.000
```

Properties
highest occupied orbital energy (spin up / spin down)	-0.571 / -0.572	Eh
HOMO-LUMO gap (spin up / spin down)	0.353 / 0.378	hartree
F_max	5.749	eV Å⁻¹
total charge	+2
spin multiplicity	2
E	-169247.666	eV
energy above the lowest of the compared OMol25 structures with the same formula, charge and spin	42.2	kcal/mol

---

DFT (wB97M-V/def2-TZVPD) results for an isolated ion of composition C33H57N12O5 and charge +1 at a distorted geometry.

XYZ file:
```
107
Properties=species:S:1:pos:R:3:nbo_charge:R:1
C -3.4581 -1.2288 2.9733 -0.185
C -4.0673 -1.6244 2.0213 -0.080
C -4.7753 -2.0554 0.8253 -0.150
H -4.2743 -2.9362 0.4071 0.227
H -5.8061 -2.3285 1.0861 0.217
O -4.7706 -1.0815 -0.2158 -0.545
C -5.8132 -0.1308 -0.1756 -0.083
H -6.7698 -0.6155 0.0497 0.191
C -5.5713 1.0000 0.8235 -0.098
O -4.4090 1.6913 0.4164 -0.572
C -4.1734 2.8841 1.1349 -0.088
C -3.0278 3.6344 0.4494 -0.083
O -1.8183 2.9056 0.4090 -0.570
C -0.8453 3.2422 1.3870 -0.097
H 0.1032 2.8773 0.9863 0.241
H -0.7830 4.3292 1.5061 0.181
C -1.1016 2.5738 2.7479 -0.253
N -1.3284 1.1587 2.5705 -0.595
C -0.2841 0.3267 2.3296 0.637
N -0.5536 -0.7710 1.6029 -0.683
C 0.4838 -1.6357 1.4899 0.668
N 1.7231 -1.3489 1.8842 -0.632
C 1.8810 -0.2095 2.5511 0.641
N 0.8880 0.6359 2.8509 -0.631
N 3.1152 0.0796 3.0170 -0.394
C 4.2780 -0.4833 2.3667 -0.241
C 4.9717 0.6388 1.5477 -0.258
N 3.9975 1.6818 1.3036 -0.421
C 3.0561 1.6557 0.3403 0.701
O 2.0899 2.4024 0.3569 -0.670
C 3.2712 0.7253 -0.8597 -0.119
N 2.0099 0.1297 -1.2075 -0.166
C 0.7985 0.6969 -1.3687 -0.060
C -0.0507 -0.3751 -1.5632 0.026
N 0.6963 -1.4999 -1.5285 -0.255
N 1.9167 -1.1865 -1.3154 -0.063
C -1.5342 -0.4678 -1.6791 -0.062
H -1.7597 -1.5360 -1.7586 0.232
C -2.1215 0.2456 -2.9150 -0.209
C -2.4014 1.7221 -2.6468 -0.637
H -3.2866 1.8402 -2.0259 0.206
H -2.5758 2.2395 -3.5854 0.233
H -1.5558 2.2029 -2.1616 0.214
H -1.3725 0.1710 -3.7102 0.220
C -3.3807 -0.4960 -3.3849 -0.385
C -4.0023 0.1065 -4.6395 -0.612
H -3.2611 0.1887 -5.4307 0.209
H -4.4136 1.0930 -4.4456 0.203
H -4.8084 -0.5296 -4.9956 0.221
H -4.1192 -0.5056 -2.5819 0.192
H -3.1108 -1.5325 -3.5983 0.205
N -2.1300 0.0126 -0.4023 -0.815
H -1.5647 -0.4099 0.4348 0.469
H -3.1294 -0.2579 -0.3426 0.457
H -2.0679 1.0422 -0.3303 0.460
H 0.6443 1.7518 -1.3173 0.259
H 3.9313 -0.1131 -0.6428 0.269
C 3.8707 1.5501 -2.0070 -0.408
H 3.2754 2.4544 -2.1517 0.222
H 4.8722 1.8483 -1.6974 0.223
C 3.9402 0.7796 -3.3254 -0.396
H 4.4338 1.4214 -4.0577 0.216
H 2.9279 0.5898 -3.6904 0.207
C 4.6796 -0.5588 -3.2573 -0.424
H 4.7203 -0.9579 -4.2719 0.221
C 6.1075 -0.4643 -2.7104 -0.219
N 6.1362 -0.6683 -1.2590 -0.862
H 5.8753 -1.6319 -1.0614 0.361
H 7.0904 -0.5520 -0.9292 0.368
H 6.5215 0.5260 -2.9154 0.187
H 6.7379 -1.1991 -3.2315 0.181
H 4.1103 -1.2681 -2.6536 0.214
C 3.6817 2.4029 2.5252 -0.243
C 3.3634 1.3632 3.6298 -0.239
H 2.4793 1.6543 4.1934 0.250
H 4.2083 1.2448 4.3118 0.205
H 4.5317 3.0293 2.8041 0.208
H 2.8174 3.0349 2.3219 0.247
H 5.3994 0.2596 0.6189 0.260
H 5.7765 1.0920 2.1315 0.206
H 4.9595 -0.8858 3.1210 0.207
H 3.9316 -1.2937 1.7254 0.246
N 0.2647 -2.8319 0.9468 -0.388
C 1.3390 -3.7553 0.6535 -0.257
C 1.0267 -5.1120 1.2902 -0.077
H 1.7568 -5.8591 0.9785 0.205
O -0.2314 -5.5918 0.8727 -0.514
C -1.2542 -4.6968 1.2212 -0.073
C -1.0397 -3.3200 0.5730 -0.252
H -1.0764 -3.4249 -0.5174 0.207
H -1.7991 -2.6240 0.9257 0.228
H -1.2997 -4.5769 2.3152 0.167
H -2.1857 -5.1445 0.8706 0.197
H 1.0456 -5.0180 2.3867 0.167
H 2.2646 -3.3428 1.0481 0.250
H 1.4125 -3.8570 -0.4341 0.217
H -2.1802 0.9163 2.0837 0.395
H -0.2208 2.6993 3.3764 0.244
H -1.9694 3.0071 3.2495 0.198
H -2.8847 4.5998 0.9443 0.191
H -3.3122 3.8113 -0.5925 0.201
H -3.9394 2.6513 2.1830 0.168
H -5.0675 3.5224 1.1179 0.188
H -5.4432 0.6038 1.8412 0.190
H -6.4403 1.6712 0.8159 0.188
H -5.8559 0.2916 -1.1830 0.206
H -2.9364 -0.9157 3.8286 0.248
```

Properties
highest occupied orbital energy	-0.398	Eh
HOMO-LUMO gap	0.347	hartree
F_max	1.221	eV Å⁻¹
total charge	+1
spin multiplicity	1
E	-63259.208	eV
energy above the lowest of the compared OMol25 structures with the same formula, charge and spin	1.9	kcal/mol

---

DFT (wB97M-V/def2-TZVPD) results for one molecule with the formula C18H20N2O2S.

XYZ file:
```
43
Properties=species:S:1:pos:R:3:nbo_charge:R:1
C -4.2624 0.7649 -2.3056 -0.239
O -3.6789 -0.3226 -1.6241 -0.497
C -2.3380 -0.3791 -1.3917 0.270
C -1.9059 -1.5949 -0.8746 -0.227
C -0.5799 -1.8469 -0.5594 -0.028
C 0.3523 -0.8453 -0.7920 -0.052
C -0.0606 0.3762 -1.3037 -0.228
C -1.3902 0.6437 -1.5919 0.222
O -1.8234 1.8656 -2.0444 -0.510
C -0.8945 2.9162 -2.1357 -0.251
H -0.1261 2.7138 -2.8890 0.175
H -1.4729 3.7871 -2.4412 0.200
H -0.4168 3.1158 -1.1708 0.182
H 0.6868 1.1386 -1.4544 0.213
C 1.8072 -1.0799 -0.4785 -0.240
N 1.9512 -2.1010 0.5315 -0.420
C 2.4854 -1.9233 1.7523 0.306
S 2.9345 -3.1876 2.7245 -0.256
N 2.7704 -0.6446 2.1675 -0.632
C 1.9187 0.4662 2.0818 0.134
C 0.5399 0.3213 1.9528 -0.197
C -0.2673 1.4378 1.8451 -0.204
C 0.2847 2.7069 1.8825 -0.247
C 1.6526 2.8553 2.0495 -0.185
C 2.4683 1.7449 2.1505 -0.251
H 3.5351 1.8575 2.2787 0.217
H 2.0877 3.8427 2.0980 0.214
H -0.3482 3.5777 1.7989 0.214
H -1.3339 1.3101 1.7377 0.221
H 0.1025 -0.6644 1.9515 0.218
H 3.4543 -0.6130 2.9125 0.423
C 1.3296 -3.3412 0.1336 -0.220
C -0.1894 -3.1535 0.0809 -0.431
H -0.6451 -3.9870 -0.4559 0.224
H -0.5858 -3.1690 1.1013 0.218
H 1.6009 -4.1184 0.8493 0.258
H 1.7113 -3.6193 -0.8539 0.194
H 2.2949 -0.1561 -0.1699 0.232
H 2.3189 -1.4395 -1.3851 0.208
H -2.6564 -2.3526 -0.7110 0.222
H -4.2134 1.6852 -1.7203 0.183
H -5.3050 0.4812 -2.4496 0.188
H -3.7931 0.9307 -3.2776 0.180
```

Properties
SMILES	COc1cc2c(cc1OC)CN(C(=S)Nc1ccccc1)CC2
highest occupied orbital energy	-0.290	Eh
HOMO-LUMO gap	0.314	hartree
F_max	0.629	eV Å⁻¹
spin multiplicity	1
E	-36900.664	eV
energy above the lowest of the compared OMol25 structures with the same formula, charge and spin	33.3	kcal/mol